Here is a molecular structure, C31H57N2O2P2PdS at a distorted geometry from the Open Molecules 2025 dataset. Energies are from wB97M-V/def2-TZVPD.

Element x y z (Å)
C -1.15354 -2.31946 -2.09701
C 1.08442 -1.52484 -2.32181
C -0.88351 -3.43360 -2.89731
C 1.39437 -2.65316 -3.10872
C 0.42763 -3.62823 -3.34920
H -1.71465 -4.09549 -3.11689
H 2.41205 -2.77117 -3.46161
H 0.68795 -4.55026 -3.86747
N -0.18654 -1.44575 -1.79510
P -2.75082 -0.80754 -0.26708
P 2.41334 0.56065 -0.75867
C -2.59252 -2.05292 -1.62075
H -3.18215 -1.71787 -2.49008
H -3.06020 -2.99386 -1.30971
C -0.51051 0.86019 1.21514
O -0.54582 1.30738 2.27541
C 2.04856 -0.43354 -2.22620
H 2.94508 -0.68905 -2.79172
C 3.72507 1.87639 -1.49746
C 3.10308 -0.22156 0.97602
C -4.04199 0.47363 -0.82439
C -3.27736 -1.87326 1.20677
C 3.08197 3.27937 -1.32505
H 2.77618 3.47342 -0.27779
H 3.83350 4.05142 -1.61267
H 2.19397 3.41092 -1.97594
C 5.11563 1.87680 -0.84057
H 5.08886 2.10032 0.23761
H 5.62874 0.92568 -1.03376
H 5.72912 2.66221 -1.32718
C 3.94527 1.62724 -2.99615
H 4.40874 2.50983 -3.46533
H 4.59652 0.76562 -3.17468
H 2.98743 1.46638 -3.49402
C 3.10040 0.92016 2.03864
H 2.08286 1.27825 2.26034
H 3.51049 0.53147 2.98963
H 3.72290 1.78468 1.74156
C 2.11347 -1.33092 1.40589
H 1.07068 -0.96819 1.42885
H 2.17109 -2.20866 0.72690
H 2.37341 -1.66058 2.43047
C 4.48309 -0.86036 0.83744
H 5.25484 -0.15001 0.51899
H 4.77972 -1.24348 1.82776
H 4.45900 -1.71468 0.14051
C -3.41608 -0.96863 2.44438
H -3.76516 -1.57451 3.29807
H -2.45577 -0.52936 2.74077
H -4.14827 -0.16395 2.28787
C -2.14744 -2.89854 1.41022
H -1.89716 -3.43632 0.48841
H -1.24186 -2.42673 1.80638
H -2.46514 -3.64512 2.15358
C -4.59898 -2.64810 0.98628
H -4.60809 -3.51685 1.66475
H -5.48189 -2.04332 1.22782
H -4.70505 -3.03330 -0.03522
C -3.71665 0.87477 -2.27225
H -4.06307 0.13609 -3.00554
H -4.20322 1.83579 -2.50006
H -2.63753 1.03110 -2.41763
C -3.84799 1.72246 0.06618
H -2.78096 1.98512 0.17458
H -4.34936 2.58131 -0.41101
H -4.26935 1.60172 1.07831
C -5.49406 -0.02976 -0.73499
H -5.63625 -0.99057 -1.25166
H -5.84615 -0.13165 0.30320
H -6.15086 0.70713 -1.23015
Pd -0.70290 0.29958 -0.58872
N 0.12622 1.28015 -2.14727
C 0.81739 1.20057 -3.12500
C 0.50428 1.74694 -4.57996
C 1.56654 1.36498 -5.59283
C -0.81134 1.08649 -5.01030
C 0.37352 3.27705 -4.49606
H 2.49928 1.91777 -5.44059
H 1.78113 0.28817 -5.54743
H 1.19957 1.59982 -6.60479
H -1.61727 1.32022 -4.30428
H -1.13239 1.43019 -6.00691
H -0.66834 -0.00912 -5.04184
H 0.01006 3.69222 -5.45289
H -0.33163 3.57348 -3.70525
H 1.35249 3.72730 -4.26680
C 0.76479 -0.91883 5.74026
S -0.02413 -2.23270 4.77212
C 1.39118 -3.33126 4.49569
O -0.34993 -1.57675 3.45725
H 1.69393 -1.29187 6.18783
H 0.04889 -0.66217 6.53410
H 0.94271 -0.05115 5.08966
H 0.98081 -4.34895 4.57491
H 1.81189 -3.16534 3.49526
H 2.12926 -3.15790 5.29201

## Properties
Calculated total energy = -73008.7409 eV
Gap between HOMO and LUMO (alpha / beta) = 7.034 / 4.245 eV
Charge = +3
2S+1 = 5
Highest occupied orbital energy (alpha / beta) = -14.87 / -16.73 eV